{"formula": "C19H15F3N2O4S", "method": "ωB97M-V/def2-TZVPD", "symbols": ["C", "C", "O", "C", "O", "C", "C", "S", "C", "N", "C", "C", "C", "C", "C", "C", "C", "O", "C", "O", "C", "C", "C", "F", "F", "F", "C", "C", "N", "H", "H", "H", "H", "H", "H", "H", "H", "H", "H", "H", "H", "H", "H", "H"], "xyz": [[-2.18373, -0.44861, -2.29832], [-2.28258, -1.96198, -2.41662], [-2.40012, -2.58607, -1.13552], [-1.28080, -2.88895, -0.48615], [-0.17020, -2.66994, -0.89479], [-1.58831, -3.55679, 0.84126], [-1.44250, -2.56587, 1.99215], [-2.70304, -1.24862, 1.90104], [-1.78953, 0.05738, 1.19172], [-0.49108, -0.08792, 1.03661], [0.24746, 0.89980, 0.53905], [1.68136, 0.65112, 0.40860], [2.12811, -0.64682, 0.16842], [3.47862, -0.94092, 0.02955], [4.36525, 0.10295, 0.15435], [3.92433, 1.40802, 0.40234], [2.59532, 1.71241, 0.52783], [5.00565, 2.24129, 0.48714], [6.14039, 1.42835, 0.27844], [5.72562, 0.09309, 0.07613], [-0.33279, 2.11497, 0.14714], [-1.69817, 2.27228, 0.29064], [-2.38273, 3.54041, -0.14845], [-1.52081, 4.44716, -0.63012], [-3.04145, 4.13845, 0.85433], [-3.27760, 3.31405, -1.12402], [-2.47303, 1.24078, 0.82912], [-3.87035, 1.34221, 0.97982], [-5.00945, 1.40245, 1.09177], [-1.27201, -0.17419, -1.77172], [-3.04435, -0.05507, -1.76183], [-2.15823, -0.00819, -3.29064], [-1.39664, -2.36146, -2.92102], [-3.18581, -2.25274, -2.95609], [-2.60316, -3.95353, 0.81280], [-0.87427, -4.36930, 0.98768], [-1.60129, -3.06519, 2.94667], [-0.47352, -2.06797, 1.97366], [1.40081, -1.43364, 0.04914], [3.81921, -1.94246, -0.16964], [2.28030, 2.71939, 0.74236], [6.79956, 1.47954, 1.15924], [6.69047, 1.78152, -0.60815], [0.26511, 2.89860, -0.28595]], "forces_ev_per_a": [[-0.03, -0.39, 0.15], [0.26, 0.30, -0.46], [-0.35, -0.05, 0.06], [-0.01, -0.37, 0.34], [0.15, 0.05, -0.14], [0.03, 0.11, -0.11], [-0.28, 0.25, -0.08], [-0.14, -0.33, 0.30], [-0.21, 0.34, -0.09], [0.18, 0.02, 0.00], [-0.49, 0.36, -0.09], [0.51, -0.18, -0.06], [-0.25, 0.23, 0.02], [0.44, 0.18, 0.02], [-0.45, 0.51, 0.11], [0.05, -0.60, -0.15], [0.25, -0.07, -0.04], [-0.43, 0.14, 0.07], [1.19, 0.42, 0.00], [-0.26, -0.39, -0.05], [-0.19, -0.12, 0.07], [0.02, -0.22, 0.13], [-0.21, 0.61, -0.26], [0.27, -0.08, 0.01], [0.05, -0.19, 0.16], [0.03, -0.24, 0.02], [1.18, -0.16, -0.11], [-0.43, -0.01, 0.04], [-0.40, 0.00, 0.07], [0.08, 0.06, 0.03], [-0.07, 0.07, 0.02], [0.00, 0.08, -0.12], [-0.20, 0.01, 0.03], [0.13, -0.02, 0.06], [0.08, -0.05, 0.02], [-0.02, 0.01, -0.07], [0.05, 0.04, -0.01], [-0.02, -0.14, 0.12], [-0.06, -0.06, 0.03], [0.04, -0.15, -0.04], [-0.06, 0.16, 0.03], [-0.22, -0.05, -0.16], [-0.20, -0.10, 0.16], [0.02, 0.07, -0.05]], "lowdin_charge": [-0.0447, -0.1960, -0.0071, -0.5223, 0.0995, -0.1411, -0.4148, 1.0324, -0.5199, 0.1239, -0.1956, -0.1566, -0.0061, 0.0310, -0.1977, -0.1932, 0.0656, 0.0390, -0.1520, 0.0438, 0.0695, -0.0473, -0.5798, 0.1452, 0.1607, 0.1559, -0.1861, -0.2281, 0.2089, 0.0687, 0.0786, 0.0842, 0.1232, 0.1261, 0.1174, 0.1280, 0.0773, 0.0715, 0.0843, 0.1225, 0.1257, 0.1410, 0.1411, 0.1234], "smiles": "CCOC(=O)CCSc1nc(-c2ccc3c(c2)OCO3)cc(C(F)(F)F)c1C#N", "homo_lumo_gap_ev": 7.70}